[1]
12
Properties=species:S:1:pos:R:3 method="wB97M-V/def2-TZVPD" energy_ha=-248.47426 e_lumo_ha=0.0322 e_above_lowest_kcal_mol=32.8 gap_ev=10.64 smiles="CCNC=O" homo_energy_ev=-9.76 fmax_ha_per_bohr=0.1055
C -0.7313 1.1000 0.3260
C -0.9187 -0.2954 -0.2258
N 0.4224 -0.8420 -0.5274
C 1.6359 -0.6581 0.0852
O 2.6814 -1.2613 -0.0370
H -1.6239 1.4319 1.0418
H -0.0262 1.2296 1.0375
H -0.6588 1.8491 -0.5191
H -1.4119 -0.3333 -1.1691
H -1.4893 -0.8661 0.5507
H 0.5632 -1.5663 -1.2873
H 1.5570 0.2118 0.7245

=====

[2]
12
Properties=species:S:1:pos:R:3 method="wB97M-V/def2-TZVPD" spin_multiplicity=2 energy_ha=-248.13397 s2=0.77 e_lumo_ha="-0.1664 / -0.2943" total_charge=+1 e_above_lowest_kcal_mol=21.9 gap_ev="7.24 / 3.76" homo_energy_ev="-11.77 / -11.77" fmax_ha_per_bohr=0.0291
O 0.6967 -2.8142 6.7431
C 0.3563 -2.5061 5.6339
H -0.0292 -3.2936 4.9553
H 0.4493 -1.4635 5.3032
C -1.3155 1.0197 -2.7164
C -0.1993 1.6552 -3.2238
N 0.9647 1.3334 -2.7107
H -1.2374 0.4158 -1.8202
H -2.3394 1.1262 -3.0557
H -0.1967 2.3352 -4.0689
H 1.0114 0.8993 -1.7970
H 1.8391 1.2927 -3.2428

=====

[3]
13
Properties=species:S:1:pos:R:3 method="wB97M-V/def2-TZVPD" energy_ha=-323.54403 e_lumo_ha=0.0320 e_above_lowest_kcal_mol=148.7 gap_ev=9.87 smiles="CCO/C=N/O" homo_energy_ev=-9.00 fmax_ha_per_bohr=0.1437
C -0.5374 2.1368 0.7270
C -0.7517 0.5947 1.0696
O -1.2768 -0.2653 -0.0827
C -0.3221 -0.6199 -0.9162
N 0.7884 -0.7169 -0.1784
O 2.0615 -1.2587 -0.7328
H 0.3582 2.3919 0.3319
H -0.5516 2.2223 1.9548
H -1.5268 2.5438 0.2311
H 0.0553 -0.1393 1.5878
H -1.6180 0.5214 1.7796
H -0.7561 -1.1630 -1.7304
H 1.9095 -1.8367 -1.6645

=====

[4]
13
Properties=species:S:1:pos:R:3 method="wB97M-V/def2-TZVPD" energy_ha=-323.61797 e_lumo_ha=0.0338 e_above_lowest_kcal_mol=102.3 gap_ev=10.30 smiles="C=NO.CC=O" homo_energy_ev=-9.38 fmax_ha_per_bohr=0.0469
C 2.8872 -0.9854 0.6825
N 1.8401 -0.6874 0.0581
O 1.9789 -0.2674 -1.2470
H 2.7590 -1.3164 1.6991
H 3.8881 -0.9326 0.2616
H 1.0709 -0.1808 -1.5779
C -1.4337 0.7925 -0.5091
C -0.8937 -0.6111 -0.4325
O -0.2170 -1.0449 0.4650
H -2.4211 0.8044 -0.9619
H -1.4685 1.2353 0.4824
H -0.7733 1.3971 -1.1303
H -1.1329 -1.2291 -1.3209